The following is a DFT calculation (the ωB97M-V functional and the def2-TZVPD basis) of the ion C11H15O2S with charge +1 at a distorted geometry.

Multiplicity: 1
Highest occupied orbital energy (alpha / beta): -12.2443 / -12.2439 eV
Calculated total energy: -26570.1922 eV
E_LUMO (alpha / beta): -5.34 / -5.34 eV
Orbital gap (alpha / beta): 0.254 / 0.254 Eh
Net charge: +1

Atoms and positions in Å:
C  -1.126  2.367  1.241
C  -1.875  2.070  0.197
C  -0.390  0.149  -0.280
C  0.437  0.541  0.728
C  0.100  1.722  1.558
C  -1.572  0.835  -0.588
C  0.923  2.256  2.514
C  3.594  -0.908  0.553
C  1.502  -2.360  0.826
C  -3.789  -0.785  -3.505
C  2.085  -1.071  0.325
O  1.574  0.032  1.013
O  -2.473  0.497  -1.576
S  -2.361  -0.992  -2.438
H  -1.557  3.155  1.806
H  -2.747  2.613  -0.147
H  -0.044  -0.772  -0.747
H  1.694  1.760  2.865
H  0.532  2.997  3.144
H  3.485  -0.807  1.690
H  4.055  -1.887  0.218
H  3.876  -0.013  -0.029
H  0.558  -2.280  1.150
H  2.032  -2.745  1.753
H  1.393  -3.120  -0.043
H  -4.152  0.177  -3.718
H  -4.435  -1.663  -3.285
H  -3.251  -0.983  -4.444
H  1.934  -0.784  -0.782

Results of the Löwdin charge analysis, in e, for atoms 1 through 6: C -0.026; C 0.035; C 0.045; C -0.204; C -0.135; C -0.189